The following is a DFT calculation (ωB97M-V/def2-TZVPD) of a 2-piece molecular cluster, C31H39BF8I2N3O8PS overall at a distorted geometry.

Summary:
HOMO energy: -0.308 Ha
DFT total energy: -4129.03660 Eh
Kohn-Sham gap: 7.66 eV

Last columns: bonded neighbours and bond lengths (Å).
CARTESIAN COORDINATES (ANGSTROEM)
1 C -1.96095 -1.35916 -4.02883  C2 1.631, H47 1.135, H48 1.159, H49 1.136
2 C -0.78613 -0.52025 -3.26945  C1 1.631, C3 1.629, N4 1.299
3 C 0.60187 -0.76394 -4.08605  C2 1.629, H50 1.129, H51 1.163, H52 1.149
4 N -1.04940 0.36182 -2.35357  C2 1.299, C5 1.477
5 C -0.39887 0.35844 -1.02802  N4 1.477, O6 1.412, C21 1.671, C37 1.596
6 O -1.09686 1.11576 -0.06197  C5 1.412, C7 1.390
7 C -2.41696 1.44704 0.21827  O6 1.390, C8 1.588, C13 1.665, C18 1.666
8 C -3.43270 1.93688 -0.90025  C7 1.588, C9 1.555, H53 1.158, H54 1.159
9 C -4.09693 1.07183 -2.00887  C8 1.555, O10 1.427, C11 1.643, H55 1.166
10 O -3.89070 -0.33395 -2.14308  C9 1.427, H56 0.978
11 C -3.76870 1.74397 -3.47220  C9 1.643, N12 1.481, H57 1.163, H58 1.139
12 N -4.49803 1.11591 -4.59763  C11 1.481, H59 1.028, H60 1.024
13 C -2.09441 2.56326 1.41096  C7 1.665, I14 2.235, C15 1.390
14 I -0.93549 1.80342 3.16398  C13 2.235, I17 3.456
15 C -2.38908 3.91958 1.49031  C13 1.390, C16 1.569, I17 2.218
16 C -3.10285 4.71056 0.33888  C15 1.569, H61 1.158, H62 1.152, H63 1.158
17 I -1.82236 5.14217 3.25158  I14 3.456, C15 2.218
18 C -3.27202 0.43610 1.22913  C7 1.666, C19 1.624, F20 1.433, H64 1.156
19 C -4.29508 1.24125 2.20061  C18 1.624, H65 1.161, H66 1.136, H67 1.146
20 F -4.14644 -0.49882 0.58448  C18 1.433
21 C 0.98525 1.29359 -1.05108  C5 1.671, C22 1.576, O29 1.428, B34 1.665
22 C 2.36302 0.63983 -1.44730  C21 1.576, C23 1.627, H68 1.126, H69 1.164
23 C 3.44310 0.36593 -0.26125  C22 1.627, C24 1.546, C28 1.577
24 C 3.76404 -1.02510 0.33322  C23 1.546, C25 1.575, H70 1.133
25 C 4.82158 -1.28479 1.47112  C24 1.575, C26 1.554, H71 1.152
26 C 5.65064 -0.12110 2.08321  C25 1.554, C27 1.548, H72 1.137
27 C 5.39528 1.27901 1.47380  C26 1.548, C28 1.567, H73 1.152
28 C 4.33599 1.51652 0.34308  C23 1.577, C27 1.567, H74 1.134
29 O 1.27216 1.94157 0.18829  C21 1.428, C30 1.378
30 C 1.35250 3.30084 0.39906  O29 1.378, S31 1.848, P32 1.948, H75 1.163
31 S 2.34939 4.52178 -0.56576  C30 1.848, H76 1.402
32 P 2.18901 3.54958 2.14105  C30 1.948, O33 1.541, H77 1.430, H78 1.428
33 O 3.59487 4.17132 2.04027  P32 1.541
34 B 0.56121 2.35081 -2.26599  C21 1.665, O35 1.467, O36 1.437
35 O -0.50041 3.34735 -2.08371  B34 1.467, H79 0.988
36 O 1.21114 2.48076 -3.54068  B34 1.437, H80 0.982
37 C -0.31508 -1.07845 -0.33879  C5 1.596, F38 1.467, F39 1.448, C40 1.538
38 F -1.70302 -1.54216 -0.43894  C37 1.467
39 F -0.16155 -0.83479 1.08046  C37 1.448
40 C 0.47602 -2.34975 -0.69215  C37 1.538, F41 1.399, F42 1.463, C43 1.647
41 F 1.48591 -2.41121 -1.65866  C40 1.399
42 F 1.11536 -2.81256 0.53985  C40 1.463
43 C -0.36952 -3.73015 -0.99756  C40 1.647, F44 1.404, F45 1.446, F46 1.394
44 F -1.03530 -4.23302 0.13141  C43 1.404
45 F 0.68143 -4.69491 -1.23609  C43 1.446
46 F -1.09369 -3.71610 -2.18907  C43 1.394
47 H -2.59494 -1.97655 -3.31832  C1 1.135
48 H -2.57500 -0.53933 -4.57141  C1 1.159
49 H -1.57388 -2.04959 -4.84387  C1 1.136
50 H 1.39901 0.01527 -3.90655  C3 1.129
51 H 0.31332 -0.62722 -5.20399  C3 1.163
52 H 0.95744 -1.85529 -4.02926  C3 1.149
53 H -2.92083 2.81903 -1.44947  C8 1.158
54 H -4.30209 2.43753 -0.32081  C8 1.159
55 H -5.25519 1.19576 -1.95580  C9 1.166
56 H -4.72922 -0.82670 -2.24727  O10 0.978
57 H -4.18915 2.82335 -3.36849  C11 1.163
58 H -2.65199 1.86288 -3.66261  C11 1.139
59 H -3.84934 0.92726 -5.37295  N12 1.028
60 H -5.05289 0.29530 -4.33684  N12 1.024
61 H -2.54893 4.72034 -0.67759  C16 1.158
62 H -3.11968 5.82354 0.63502  C16 1.152
63 H -4.22469 4.45056 0.21251  C16 1.158
64 H -2.54849 -0.24284 1.82327  C18 1.156
65 H -5.20896 0.55886 2.41831  C19 1.161
66 H -4.74436 2.17911 1.74294  C19 1.136
67 H -3.86999 1.45064 3.24350  C19 1.146
68 H 2.41330 -0.26842 -2.11048  C22 1.126
69 H 2.95362 1.44879 -2.04100  C22 1.164
70 H 3.27473 -1.96989 -0.05512  C24 1.133
71 H 5.02846 -2.34054 1.88330  C25 1.152
72 H 6.41344 -0.36114 2.89143  C26 1.137
73 H 6.03002 2.14610 1.88911  C27 1.152
74 H 4.29749 2.59008 -0.02052  C28 1.134
75 H 0.29672 3.77841 0.50241  C30 1.163
76 H 1.65020 4.96714 -1.69630  S31 1.402
77 H 1.36444 4.45819 2.87572  P32 1.430
78 H 2.31667 2.24525 2.70920  P32 1.428
79 H -0.89398 3.55441 -2.96584  O35 0.988
80 H 1.25307 3.44466 -3.72448  O36 0.982
81 C 0.76932 -4.35385 3.98105  C82 1.392, C86 1.392, H90 1.086
82 C 0.94166 -5.14998 5.10985  C81 1.392, C83 1.391, H91 1.085
83 C 2.14588 -5.81481 5.31627  C82 1.391, C84 1.394, H92 1.084
84 C 3.17399 -5.67116 4.38613  C83 1.394, C85 1.394, N87 1.465
85 C 3.00481 -4.88164 3.25030  C84 1.394, C86 1.391, H93 1.085
86 C 1.79617 -4.22272 3.05068  C81 1.392, C85 1.391, H94 1.084
87 N 4.45290 -6.34907 4.61181  C84 1.465, O88 1.223, O89 1.223
88 O 4.55894 -7.04855 5.60962  N87 1.223
89 O 5.34325 -6.17401 3.79200  N87 1.223
90 H -0.17034 -3.83171 3.82595  C81 1.086
91 H 0.13711 -5.24972 5.83109  C82 1.085
92 H 2.26750 -6.43189 6.19965  C83 1.084
93 H 3.79817 -4.76870 2.51942  C85 1.085
94 H 1.65507 -3.60375 2.17239  C86 1.084